Entry 1:
C47H46I2N5O3PRe as an isolated structure, computed with ωB97M-V with the def2-TZVPD basis set.

```
105
Properties=species:S:1:pos:R:3:forces:R:3:mulliken_spin:R:1
Re -0.4461 0.2766 -0.5720 -0.1 0.1 -0.2 0.855
I -5.8822 -5.1525 1.0319 0.0 0.0 0.0 0.000
C -4.2782 -3.9993 0.3608 0.0 0.0 0.0 0.009
C -3.1232 -4.6153 -0.0945 0.0 0.0 0.0 -0.004
C -2.0412 -3.8426 -0.4822 0.0 0.1 0.0 0.004
I -0.3609 -4.8061 -1.2365 0.0 0.0 0.0 0.001
C -2.0519 -2.4345 -0.3887 0.1 0.0 0.0 0.070
O -0.9920 -1.7266 -0.7146 -0.1 0.0 -0.1 0.007
C -3.2606 -1.8436 0.0370 0.0 0.0 0.0 -0.095
C -3.3783 -0.3563 0.1819 0.0 0.0 0.0 0.115
N -2.6206 0.3859 -0.8587 0.0 0.0 0.1 -0.093
C -3.0261 -0.0019 -2.2296 0.0 0.0 0.0 0.016
C -1.9053 0.1266 -3.2236 0.0 0.0 0.0 0.014
C -2.1709 0.1989 -4.5781 0.0 0.0 0.0 -0.005
C -1.1137 0.3200 -5.4662 0.0 0.0 0.0 0.012
C 0.1744 0.3936 -4.9693 0.0 0.0 0.0 -0.005
C 0.3705 0.3231 -3.6022 0.0 0.0 0.0 0.009
N -0.6503 0.1649 -2.7473 0.0 0.0 0.1 0.014
C -4.3526 -2.6198 0.3940 0.0 0.0 0.0 0.004
H -3.0609 -5.6930 -0.1553 0.0 0.0 0.0 0.000
H -4.4361 -0.0770 0.1332 0.0 0.0 0.0 0.001
H -2.9895 -0.0538 1.1544 0.0 0.0 0.0 -0.049
H -2.8323 1.3710 -0.7262 0.0 0.0 0.0 0.005
H -3.3518 -1.0429 -2.1976 0.0 0.0 0.0 0.001
H -3.8785 0.5955 -2.5612 0.0 0.0 0.0 0.000
H -3.1950 0.1712 -4.9259 0.0 0.0 0.0 0.001
H -1.3002 0.3758 -6.5307 0.0 0.0 0.0 0.001
H 1.0296 0.5157 -5.6181 0.0 0.0 0.0 0.000
H 1.3500 0.4292 -3.1543 0.0 0.0 0.0 0.013
H -5.2574 -2.1311 0.7355 0.0 0.0 0.0 0.000
O 3.2579 3.2858 -1.1708 0.2 -0.1 -0.1 0.000
C 3.0079 2.1113 -0.9096 -0.4 0.2 0.3 0.001
O 2.4005 1.2537 -1.6259 0.1 0.1 -0.1 -0.001
C 3.3996 1.5498 0.4419 0.1 -0.1 -0.1 -0.002
C 4.1901 2.2958 1.3032 0.0 0.0 0.0 -0.003
C 4.6321 1.7483 2.4968 0.0 0.0 0.0 -0.001
C 4.2848 0.4454 2.8242 0.0 0.0 0.0 0.000
C 3.4762 -0.2987 1.9759 0.0 0.1 0.0 0.000
C 3.0144 0.2517 0.7787 0.0 -0.1 0.0 0.004
P 1.8534 -0.6554 -0.3201 0.1 0.2 0.0 0.081
C 2.7620 -1.3128 -1.7541 0.0 -0.1 0.0 0.003
C 4.1173 -1.0698 -1.9447 0.0 0.0 0.0 -0.006
C 4.7818 -1.6467 -3.0158 0.0 0.0 0.0 0.002
C 4.0970 -2.4634 -3.9075 0.0 0.0 0.0 -0.002
C 2.7430 -2.7035 -3.7228 0.0 0.0 0.0 0.003
C 2.0792 -2.1308 -2.6459 0.0 0.0 0.1 0.000
C 1.7197 -2.2356 0.6370 -0.2 0.1 0.2 -0.004
C 2.6315 -3.2757 0.4836 0.1 0.0 0.0 -0.004
C 2.6065 -4.3804 1.3254 0.0 0.0 -0.1 0.000
C 1.6686 -4.4622 2.3409 0.0 0.0 0.0 0.002
C 0.7495 -3.4335 2.5047 0.0 0.0 0.0 0.012
C 0.7705 -2.3374 1.6554 0.0 0.0 0.0 -0.124
H 4.4519 3.3004 0.9972 0.0 0.0 0.0 0.000
H 5.2518 2.3304 3.1676 0.0 0.0 0.0 0.000
H 4.6385 0.0023 3.7466 0.0 0.0 0.0 0.000
H 3.2068 -1.3047 2.2603 0.0 0.0 0.0 0.002
H 4.6484 -0.4179 -1.2623 0.0 0.0 0.0 0.000
H 5.8371 -1.4527 -3.1593 0.0 0.0 0.0 0.000
H 4.6194 -2.9091 -4.7445 0.0 0.0 0.0 0.000
H 2.2010 -3.3397 -4.4120 0.0 0.0 0.0 0.000
H 1.0260 -2.3332 -2.4877 0.0 0.0 0.0 0.005
H 3.3861 -3.2303 -0.2914 0.0 0.0 0.0 -0.001
H 3.3270 -5.1762 1.1833 0.0 0.0 0.0 0.000
H 1.6550 -5.3180 3.0039 0.0 0.0 0.0 0.000
H 0.0225 -3.4720 3.3057 0.0 0.0 0.0 0.001
H 0.0401 -1.5474 1.8066 0.0 0.0 0.0 0.104
C -1.8493 3.5468 -2.2374 0.0 0.0 0.0 0.019
C -0.4976 4.2069 -1.9609 -0.1 0.0 0.0 -0.003
C 0.6199 3.5894 -2.7929 0.0 0.0 0.1 0.012
C -0.1905 4.3010 -0.4736 0.0 0.0 0.0 -0.020
C 0.0339 5.5837 0.0125 0.0 0.0 0.0 0.016
C 0.2404 5.8338 1.3548 0.0 0.0 0.0 -0.012
C 0.1579 4.7867 2.2518 0.0 0.0 0.0 0.016
C -0.0705 3.4814 1.8338 0.0 0.0 0.0 -0.020
C -0.2879 2.4593 2.9381 0.0 0.0 0.0 -0.013
C -1.7293 1.9507 2.9200 0.0 0.0 0.0 -0.010
C 0.7146 1.3111 2.9921 0.0 0.0 -0.1 -0.030
C -0.1773 3.2253 0.4464 0.0 0.0 0.0 0.053
N -0.2454 1.9048 -0.0064 0.1 -0.3 0.2 -0.074
H -2.0927 3.6207 -3.2998 0.0 0.0 0.0 0.000
H -2.6514 4.0184 -1.6647 0.0 0.0 0.0 0.001
H -1.8042 2.4888 -1.9868 0.0 0.0 0.0 0.000
H -0.6013 5.2460 -2.2841 0.0 0.0 0.0 0.000
H 0.8493 2.5790 -2.4670 0.0 0.0 0.0 -0.002
H 1.5476 4.1475 -2.6777 0.0 0.0 0.0 0.000
H 0.3307 3.5753 -3.8479 0.0 0.0 0.0 0.001
H 0.0516 6.4052 -0.6930 0.0 0.0 0.0 0.000
H 0.4342 6.8406 1.7015 0.0 0.0 0.0 -0.001
H 0.2611 4.9778 3.3130 0.0 0.0 0.0 -0.002
H -0.1651 3.0222 3.8676 0.0 0.0 0.0 -0.001
H -1.9129 1.3965 2.0013 0.0 0.0 0.0 0.039
H -2.4400 2.7776 2.9795 0.0 0.0 0.0 0.000
H -1.9064 1.2679 3.7517 0.0 0.0 0.0 -0.001
H 0.5056 0.5748 2.2176 0.0 0.0 0.0 0.044
H 0.6516 0.8078 3.9591 0.0 0.0 0.0 0.002
H 1.7350 1.6666 2.8542 0.0 0.0 0.0 -0.002
N -3.3322 -3.4576 4.0804 0.0 0.0 0.0 0.000
C -3.7506 -2.5058 4.9786 0.0 0.0 0.0 0.001
C -3.2728 -1.3252 4.4958 0.0 0.0 0.0 -0.002
N -2.5835 -1.5277 3.3211 0.1 0.0 0.0 0.005
C -2.6372 -2.8192 3.1089 0.0 0.0 -0.1 0.007
H -3.5333 -4.4418 4.1106 0.0 0.0 0.0 0.000
H -4.3301 -2.7501 5.8505 0.0 0.0 0.0 0.000
H -3.3916 -0.3418 4.9192 0.0 0.0 0.0 -0.001
H -2.2040 -3.3442 2.2717 0.0 0.0 0.0 0.003
```
Forces are in eV/Å.

Its LUMO energy (alpha / beta) is -0.10 / -0.27 eV. Its orbital gap (alpha / beta) is 6.98 / 7.47 eV. As for the net charge: 0. The spin multiplicity is 2.


Entry 2:
One molecule with the formula C9H10N2S, computed with ωB97M-V with the def2-TZVPD basis set.

```
22
Properties=species:S:1:pos:R:3:forces:R:3:lowdin_charge:R:1
C -3.2683 -0.9712 0.0197 0.0 0.8 0.3 -0.089
C -2.9017 -2.2859 -0.4081 0.7 -0.6 -0.3 -0.078
C -2.3333 -0.0234 0.2283 -0.7 -0.1 0.0 -0.053
C -1.6046 -2.6138 -0.5985 -1.0 -0.4 0.0 -0.030
C -0.0151 0.6633 0.2407 3.5 -0.8 -1.1 0.023
C -0.9348 -0.2900 0.0075 0.5 0.3 0.2 -0.190
C -0.5643 -1.6566 -0.3798 1.2 0.2 0.1 -0.328
C 2.9309 2.5023 -0.1853 0.0 -0.2 0.3 -0.093
C 2.3910 1.3404 0.6448 0.3 0.4 0.0 -0.365
N 0.6684 -2.0545 -0.4026 -1.2 -0.4 -0.3 -0.311
N 1.5010 0.5393 -0.1752 -4.1 -0.3 0.5 -0.377
S 1.9758 -1.1752 -0.2022 0.9 0.7 0.4 0.954
H -4.3153 -0.7498 0.1684 0.0 0.1 0.0 0.101
H -3.6827 -3.0121 -0.5755 0.0 -0.1 0.0 0.102
H -2.6103 0.9773 0.5262 -0.1 0.1 0.1 0.111
H -1.3062 -3.6022 -0.9120 0.0 -0.1 0.0 0.112
H -0.2332 1.6308 0.6574 -0.1 0.2 0.0 0.111
H 2.1193 3.1579 -0.4892 -0.1 0.1 -0.1 0.069
H 3.6523 3.0726 0.3947 0.1 0.1 0.0 0.069
H 3.4158 2.1173 -1.0783 0.0 0.0 -0.1 0.072
H 3.2270 0.7137 0.9752 -0.1 0.0 0.1 0.083
H 1.8882 1.7199 1.5436 0.1 -0.2 0.0 0.108
```
Forces are in eV/Å.

Its LUMO energy (alpha / beta) is -0.60 / -0.62 eV. Its orbital gap (alpha / beta) is 6.25 / 6.20 eV. Its SMILES is CCN1C=c2ccccc2=NS1. As for the net charge: 0.


Entry 3:
C30H27BrN2O2SSe2V as an isolated structure, computed with ωB97M-V with the def2-TZVPD basis set.

```
66
Properties=species:S:1:pos:R:3:forces:R:3:mulliken_spin:R:1
V -1.1505 -1.9061 0.2418 0.4 -0.3 0.2 2.082
Br -1.8335 2.5855 6.0484 0.0 -0.1 0.0 0.000
C -1.5257 1.2222 4.7762 0.1 0.1 0.2 -0.007
C -0.4909 0.3032 4.9727 -0.1 0.1 0.0 0.008
C -0.2662 -0.6893 4.0490 0.2 -0.2 0.0 -0.014
C -1.0434 -0.7993 2.8911 -0.2 0.3 0.2 0.011
O -0.7832 -1.7872 2.0478 -0.2 -0.2 -0.5 -0.054
C -2.0860 0.1370 2.6983 0.2 -0.1 0.1 0.022
C -2.9697 0.0744 1.5744 -0.1 0.0 -0.1 0.052
N -2.7835 -0.6960 0.5598 0.1 0.1 0.2 -0.055
C -3.6998 -0.7954 -0.5020 -0.2 0.2 -0.1 0.040
C -4.5321 0.1914 -0.9601 0.1 0.0 0.2 -0.003
C -5.4087 -0.0607 -2.0323 -0.1 0.0 -0.1 0.003
C -5.4512 -1.2863 -2.6357 -0.1 0.1 0.0 -0.003
C -4.5804 -2.3117 -2.2089 0.1 -0.1 0.2 -0.003
C -4.5530 -3.6063 -2.7683 0.0 -0.1 0.0 0.000
C -3.6529 -4.5307 -2.3084 -0.1 0.0 -0.1 -0.003
C -2.7354 -4.1578 -1.3191 -0.1 0.2 0.1 0.001
N -2.7397 -2.9620 -0.7535 0.3 0.2 -0.1 -0.023
C -3.6805 -2.0478 -1.1572 -0.1 -0.1 -0.2 -0.032
C -2.3168 1.1319 3.6673 -0.2 0.0 -0.2 0.008
H 0.1278 0.3729 5.8568 0.0 0.0 0.0 0.000
H 0.5301 -1.4086 4.1872 0.0 0.0 0.0 0.000
H -3.8610 0.6991 1.6166 0.0 0.0 0.0 0.000
H -4.5100 1.1751 -0.5065 0.0 0.0 0.0 0.000
H -6.0576 0.7349 -2.3757 0.0 0.0 0.0 0.000
H -6.1368 -1.4845 -3.4503 0.0 0.0 0.0 0.000
H -5.2461 -3.8552 -3.5641 0.0 0.0 0.0 0.000
H -3.6129 -5.5314 -2.7146 0.0 0.0 0.0 0.000
H -1.9689 -4.8492 -0.9996 0.0 0.0 0.0 -0.001
H -3.1291 1.8356 3.5216 0.0 0.0 0.0 0.000
C 3.3224 0.2956 1.5518 0.0 0.0 -0.1 -0.001
Se 2.8350 -1.5770 1.6800 0.0 -0.1 -0.1 0.003
C 2.8776 -1.9187 -0.2434 -0.1 0.0 0.1 -0.008
C 2.4969 -3.3420 -0.5889 0.0 0.1 0.0 0.013
Se 0.6272 -3.8823 -0.2865 0.1 0.1 0.1 0.002
C 0.7874 -4.5950 1.5163 0.0 0.0 0.0 0.005
H 2.5916 0.8272 0.9452 0.0 0.0 0.0 0.000
H 4.3144 0.3867 1.1181 0.0 0.0 0.0 0.000
H 3.3258 0.6983 2.5608 0.0 0.0 0.0 0.000
H 3.8925 -1.7332 -0.5955 0.0 0.0 0.0 0.000
H 2.2040 -1.2144 -0.7223 0.0 0.1 0.0 0.003
H 3.0754 -4.0741 -0.0270 0.0 0.0 0.0 -0.001
H 2.6647 -3.5294 -1.6471 -0.1 0.0 -0.1 0.000
H 1.4944 -5.4183 1.5064 0.0 0.0 0.0 0.000
H -0.1971 -4.9542 1.8038 0.0 0.0 0.0 0.002
H 1.1005 -3.8089 2.1932 0.0 0.1 0.0 -0.001
C 5.8881 6.3799 -1.6962 0.1 0.0 0.0 0.000
C 4.9139 5.2345 -1.6623 -0.1 -0.2 0.0 0.001
O 5.1873 4.0982 -1.3932 0.1 0.2 0.0 0.000
S 3.2396 5.7584 -2.0578 0.0 0.0 0.0 0.000
C 2.3682 4.2397 -1.7913 0.0 0.1 0.0 0.008
C 2.5466 3.1638 -2.6511 0.0 0.0 0.0 -0.002
C 1.8812 1.9749 -2.4168 0.0 -0.2 0.0 0.013
C 1.0167 1.8514 -1.3277 0.0 0.1 0.2 -0.008
C 0.8251 2.9484 -0.4805 0.1 0.1 -0.1 0.010
C 1.5053 4.1355 -0.7079 -0.1 -0.1 0.0 -0.004
C 0.3615 0.6119 -1.0173 0.0 0.1 -0.2 0.065
C -0.1898 -0.4329 -0.7209 -0.2 -0.2 0.1 -0.129
H 6.8336 6.0318 -2.1091 0.0 0.0 0.0 0.000
H 6.0666 6.7113 -0.6715 0.0 0.0 0.0 0.000
H 5.5052 7.2190 -2.2732 0.0 0.0 0.0 0.000
H 3.2210 3.2569 -3.4921 0.0 0.0 0.0 0.000
H 2.0293 1.1269 -3.0742 0.0 0.0 0.0 0.001
H 0.1590 2.8547 0.3655 0.0 0.0 0.0 0.000
H 1.3765 4.9779 -0.0399 0.0 0.0 0.0 0.000
```
Forces are in eV/Å.

Its LUMO energy (alpha / beta) is -3.84 / -3.80 eV. Its orbital gap (alpha / beta) is 6.58 / 6.62 eV. As for the net charge: +1. The spin multiplicity is 3.


Entry 4:
C7H14BF4N9PdS2 as an isolated structure, computed with ωB97M-V with the def2-TZVPD basis set.

```
38
Properties=species:S:1:pos:R:3:forces:R:3:mulliken_spin:R:1
Pd 0.0748 0.0610 0.1412 -0.8 -0.2 1.5 1.537
N -1.2106 1.1244 1.7474 0.5 -0.3 -0.4 0.137
H -1.7891 1.7926 1.2477 0.1 -0.1 0.1 -0.007
H -0.5596 1.6189 2.3488 -0.1 0.0 0.0 -0.008
H -1.7964 0.4927 2.2842 0.1 0.0 -0.1 -0.008
F 1.8191 1.0896 -1.3861 0.6 0.0 -0.2 0.002
B 1.0159 2.2139 -1.1668 0.1 -0.3 -0.5 -0.003
F -0.2876 1.8742 -1.6294 -0.6 0.1 -0.5 0.004
F 1.4906 3.3171 -1.7667 0.3 0.8 -0.3 0.000
F 0.8702 2.3561 0.2294 -0.1 0.0 0.6 0.033
S 1.7078 -4.1196 -0.9761 0.4 -1.1 0.1 0.059
C 1.0903 -2.6532 -0.9882 -0.5 0.8 -0.3 0.034
N 0.6145 -1.5810 -1.0636 0.2 -0.1 0.2 0.052
C -4.9088 -3.1754 1.4463 0.1 -0.2 -0.1 0.000
C -3.6472 -3.6933 0.7533 -0.2 0.0 0.2 0.000
C -3.0248 -2.6105 -0.0493 0.1 -0.1 -0.7 0.003
N -2.4676 -1.5618 0.4236 -0.4 -0.7 1.0 0.005
N -2.0477 -0.6868 -0.4971 0.5 0.9 -1.0 0.044
C -2.2710 -1.0666 -1.7301 -0.6 -0.6 0.1 0.008
N -1.9675 -0.3278 -2.7991 0.1 0.2 -0.2 0.004
S -3.0831 -2.6171 -1.8171 0.3 0.6 0.5 0.005
H -5.3840 -3.9753 2.0066 -0.1 -0.1 0.1 0.000
H -5.6095 -2.7952 0.7074 -0.1 0.1 0.0 0.000
H -4.6524 -2.3725 2.1306 0.0 0.1 0.1 0.000
H -3.8974 -4.5262 0.0942 0.1 0.0 0.1 0.000
H -2.9331 -4.0429 1.5022 0.0 0.0 -0.1 0.000
H -1.3597 0.4664 -2.6357 0.1 0.1 -0.1 0.001
H -1.9720 -0.7493 -3.7108 0.1 0.1 0.1 0.000
N 6.0411 -0.9726 0.0640 0.0 -0.1 -0.1 0.005
C 4.7524 -1.2330 0.3643 -0.1 -0.9 0.0 0.007
N 4.2932 -2.4786 0.1533 0.3 0.4 0.0 0.005
N 4.0608 -0.2788 0.9186 0.9 0.9 -0.2 0.004
C 2.8271 -0.2895 1.2375 -0.4 -0.2 0.4 0.044
N 1.7399 -0.1778 1.6435 -0.4 -0.1 -0.3 0.035
H 6.5727 -1.6124 -0.4996 0.0 0.1 0.0 0.000
H 6.3444 -0.0166 0.1253 0.0 0.0 0.0 0.000
H 4.8350 -3.1430 -0.3738 -0.1 0.0 0.0 0.000
H 3.3094 -2.6882 0.2578 0.0 -0.1 -0.1 -0.001
```
Forces are in eV/Å.

Its LUMO energy (alpha / beta) is 0.44 / -1.87 eV. Its orbital gap (alpha / beta) is 8.81 / 6.58 eV. As for the net charge: 0. The spin multiplicity is 3.


Entry 5:
A 2-piece molecular cluster, CHBrNO2 overall, computed with ωB97M-V with the def2-TZVPD basis set.

```
6
Properties=species:S:1:pos:R:3:forces:R:3:lowdin_charge:R:1
C 0.8350 0.9317 -0.0401 0.1 0.5 0.3 -0.381
N 1.0516 -0.2311 0.1244 0.3 -1.1 0.1 0.002
O 0.9568 2.0958 -0.0564 -0.3 0.9 -0.3 0.099
O 0.3515 -1.3828 0.0221 -0.7 -0.6 -0.1 -0.142
Br -2.5498 -0.2528 -0.0306 0.1 0.0 0.0 -0.436
H -0.6450 -1.1609 -0.0195 0.5 0.3 0.1 -0.142
```
Forces are in eV/Å.

Its LUMO energy is 3.85 eV. Its orbital gap is 8.41 eV. As for the net charge: -1.


Entry 6:
A 3-piece molecular cluster, C3H10NO2 overall, computed with ωB97M-V with the def2-TZVPD basis set.

```
16
Properties=species:S:1:pos:R:3:forces:R:3:lowdin_charge:R:1
C 0.0345 0.2514 1.2022 -1.4 -0.5 -0.4 -0.161
C -0.6333 -0.2286 2.2317 -1.0 0.7 2.8 0.070
C 2.1309 0.2152 0.1708 0.2 2.4 0.0 0.117
N 1.1599 -0.4622 0.6395 -0.4 -0.2 0.3 0.037
H -0.3888 1.0471 0.5784 0.6 -0.2 0.2 0.134
H -0.3436 -0.9736 2.9894 0.5 -0.3 -1.1 0.087
H -1.5170 0.2755 2.7345 1.0 -0.2 -1.5 0.107
H 3.0371 -0.1518 -0.2797 -0.1 -0.7 0.0 0.119
H 2.0862 1.3768 0.2900 -0.1 -2.4 -0.1 0.171
H 1.0312 -1.4968 0.5785 0.7 1.1 0.0 0.208
H -4.2134 -0.1192 -0.5133 -0.4 -0.3 -0.3 0.034
H -3.5547 -0.8677 -1.7514 -0.6 -0.1 0.1 0.033
O -3.4218 -0.2445 -1.0358 1.0 0.4 0.2 -0.064
H 0.6481 0.0482 -2.5142 -0.2 0.4 -0.4 0.070
H 1.6001 1.3261 -2.4889 -0.4 0.0 -0.5 0.072
O 1.4526 0.4354 -2.1642 0.6 -0.2 0.7 -0.033
```
Forces are in eV/Å.

Its LUMO energy is -4.55 eV. Its orbital gap is 9.84 eV. As for the net charge: +1.